Entry 1:
A structure of composition C20H21CuN3O3S in a non-equilibrium geometry. Source: the Open Molecules 2025 dataset; level of theory: wB97M-V/def2-TZVPD.

The geometry in ORCA input format:
```
! RIJCOSX wB97M-V def2-TZVPD def2/J DEFGRID3
* xyz 0 2
C -2.892 -1.131 -0.594
C -2.138 1.576 -2.736
H -2.710 -1.806 -1.412
H -3.653 -0.393 -0.974
H -2.908 -1.593 0.412
H -1.265 2.095 -3.133
H -2.396 0.550 -3.121
H -3.026 2.190 -2.562
C -0.308 -2.635 -0.698
C 0.605 -3.708 -0.699
C 1.831 -3.521 -1.350
C 2.100 -2.274 -1.918
H -1.276 -2.723 -0.207
H 0.316 -4.633 -0.210
H 2.566 -4.326 -1.400
H 3.056 -2.054 -2.393
N -0.070 -1.488 -1.309
C 1.128 -1.245 -1.855
C 1.418 0.148 -2.268
N 0.531 1.086 -1.928
C 0.806 2.374 -2.104
C 2.879 1.875 -3.180
C 1.944 2.833 -2.783
H 0.056 3.073 -1.731
H 2.041 3.899 -2.978
C 2.632 0.528 -2.889
H 3.342 -0.252 -3.128
H 3.785 2.166 -3.704
Cu -1.922 0.497 -1.095
C -1.848 2.401 -0.198
H -2.348 3.193 -0.786
H -0.809 2.659 0.063
H -2.392 2.196 0.740
O 1.065 1.996 1.054
S 0.868 0.593 1.255
O 1.917 -0.308 0.778
N -0.673 0.083 0.805
C -1.344 -0.476 1.843
O -2.479 -1.047 1.864
C -0.635 -0.391 3.123
C -1.148 -0.844 4.343
C -0.388 -0.615 5.481
C 0.863 0.019 5.368
C 1.378 0.414 4.122
C 0.589 0.216 2.989
H -2.118 -1.345 4.350
H -0.766 -0.927 6.452
H 1.436 0.202 6.273
H 2.356 0.872 4.025
*
```

* orbital gap (alpha / beta): 7.6 / 7.8 eV
* relative energy (zero: lowest compared OMol25 entry of this formula, charge and spin): 3.299 eV
* E_tot: -87162.0779 eV
* HOMO (alpha / beta): -8.517 / -8.749 eV

How is the electron density shared among the atoms? According to natural (NBO), the charges in e are: C -0.73; C -0.75; H 0.18; H 0.18; H 0.28; H 0.22; H 0.20; H 0.20; C 0.05; C -0.24; C -0.17; C -0.23; H 0.21; H 0.22; H 0.22; H 0.21; N -0.47; C 0.27; C 0.15; N -0.47; C 0.06; C -0.16; C -0.25; H 0.20; H 0.22; C -0.22; H 0.21; H 0.22; Cu 1.10; C -0.71; H 0.18; H 0.23; H 0.22; O -0.94; S 2.30; O -0.94; N -0.94; C 0.62; O -0.69; C -0.07; C -0.18; C -0.21; C -0.20; C -0.19; C -0.31; H 0.24; H 0.22; H 0.22; H 0.23

Entry 2:
The ion C6H13N4 with charge +1 in a non-equilibrium geometry. Source: the Open Molecules 2025 dataset; level of theory: wB97M-V/def2-TZVPD.

The geometry in ORCA input format:
```
! RIJCOSX wB97M-V def2-TZVPD def2/J DEFGRID3
* xyz 1 1
C -3.591 -0.984 -0.029
N -2.590 -0.200 0.012
N -1.401 -0.914 -0.020
C -0.256 -0.344 -0.051
C 0.982 -1.206 -0.100
C 1.134 -1.903 -1.223
C 1.739 -1.275 1.205
N -0.021 1.005 -0.242
C 1.306 1.517 -0.211
N -1.151 1.895 0.092
H -4.500 -0.513 -0.268
H -3.499 -2.001 0.084
H -2.690 0.923 0.110
H 1.976 -2.440 -1.341
H 0.436 -1.850 -2.058
H 1.402 -0.438 1.929
H 1.169 -2.073 1.597
H 2.724 -1.554 1.000
H 1.508 1.878 -1.220
H 1.491 2.431 0.292
H 1.971 0.770 0.000
H -0.959 2.684 0.727
H -1.356 2.332 -0.845
*
```

* SMILES string: C=[NH+]/N=C(/C(=C)C)N(C)N
* orbital gap: 9.0 eV
* relative energy (zero: lowest compared OMol25 entry of this formula, charge and spin): 4.593 eV
* E_tot: -12382.3153 eV
* HOMO: -13.116 eV

How is the electron density shared among the atoms? According to natural (NBO), the charges in e are: C 0.09; N -0.27; N -0.38; C 0.46; C -0.05; C -0.32; C -0.66; N -0.25; C -0.43; N -0.70; H 0.20; H 0.23; H 0.47; H 0.20; H 0.22; H 0.23; H 0.25; H 0.25; H 0.21; H 0.23; H 0.24; H 0.40; H 0.38

Entry 3:
A structure of composition C37H60AsGe2N5NiO2. Source: the Open Molecules 2025 dataset; level of theory: wB97M-V/def2-TZVPD.

The geometry in ORCA input format:
```
! RIJCOSX wB97M-V def2-TZVPD def2/J DEFGRID3
* xyz 2 3
Ni 0.422 0.577 -0.958
N 1.421 0.281 1.044
C 0.407 0.065 2.091
C 0.801 0.597 3.465
C 1.917 -0.223 4.118
C 1.387 -1.325 5.035
N 0.438 -2.246 4.387
C 0.756 -3.227 3.556
N -0.209 -3.975 3.009
N 2.024 -3.436 3.207
C -0.955 0.602 1.630
O -1.674 1.237 2.346
O -1.270 0.251 0.376
H 2.135 -0.440 1.054
H 1.892 1.166 1.210
H 0.246 -1.016 2.153
H -0.081 0.617 4.107
H 1.093 1.646 3.358
H 2.553 0.410 4.738
H 2.579 -0.640 3.351
H 0.835 -0.878 5.859
H 2.195 -1.898 5.495
H -0.537 -2.137 4.617
H -1.166 -3.888 3.314
H 0.016 -4.779 2.448
H 2.769 -2.944 3.671
H 2.279 -4.225 2.637
C -3.516 3.013 -2.784
C -2.499 2.448 -1.797
Ge -1.294 1.078 -2.594
C -0.865 1.518 -4.476
C -0.238 0.349 -5.233
C -2.561 -0.434 -2.725
C -2.922 -1.297 -1.770
Ge -1.980 -1.466 -0.084
C -0.286 -2.457 -0.271
C -0.411 -3.936 -0.637
C -2.970 -1.813 1.574
C -3.533 -3.210 1.829
C -4.071 -2.223 -1.927
C -3.998 -3.545 -1.491
C -5.063 -4.417 -1.664
C -6.228 -3.973 -2.270
C -6.321 -2.654 -2.695
C -5.256 -1.786 -2.522
H -4.214 3.695 -2.295
H -4.107 2.220 -3.246
H -3.032 3.565 -3.593
H -3.007 1.936 -0.976
H -1.937 3.259 -1.326
H -0.210 2.391 -4.523
H -1.797 1.820 -4.963
H 0.788 0.156 -4.898
H -0.177 0.543 -6.305
H -0.804 -0.576 -5.099
H -3.131 -0.518 -3.655
H 0.327 -2.343 0.629
H 0.261 -1.951 -1.074
H -0.984 -4.498 0.105
H 0.574 -4.398 -0.720
H -0.911 -4.063 -1.598
H -3.763 -1.064 1.617
H -2.281 -1.540 2.385
H -4.325 -3.460 1.125
H -3.954 -3.271 2.833
H -2.767 -3.988 1.735
H -3.091 -3.924 -1.032
H -4.979 -5.445 -1.333
H -7.062 -4.648 -2.407
H -7.232 -2.297 -3.158
H -5.347 -0.752 -2.833
C 0.615 4.312 -2.204
As 1.087 3.023 -0.832
C 3.028 3.219 -0.943
C 0.601 4.010 0.819
C 1.735 4.788 1.411
C 1.845 6.157 1.187
C 2.920 6.875 1.694
C 3.902 6.234 2.434
C 3.801 4.869 2.669
C 2.728 4.157 2.159
H 1.073 5.269 -1.955
H -0.464 4.426 -2.272
H 0.999 3.971 -3.164
H 3.325 4.240 -0.711
H 3.335 2.990 -1.966
H 3.545 2.551 -0.256
H 0.165 3.305 1.529
H -0.205 4.678 0.514
H 1.075 6.671 0.621
H 2.985 7.940 1.515
H 4.737 6.794 2.831
H 4.560 4.364 3.254
H 2.663 3.088 2.356
N 2.146 -0.095 -2.141
C 2.949 -1.097 -1.511
C 3.899 -0.718 -0.565
C 4.647 -1.682 0.095
C 4.453 -3.030 -0.181
C 3.521 -3.402 -1.140
C 2.773 -2.442 -1.807
H 1.741 -0.412 -3.015
H 2.695 0.732 -2.349
H 4.081 0.335 -0.377
H 5.413 -1.376 0.798
H 5.064 -3.780 0.304
H 3.397 -4.446 -1.399
H 2.067 -2.740 -2.575
*
```

* orbital gap (alpha / beta): 6.6 / 7.7 eV
* relative energy (zero: lowest compared OMol25 entry of this formula, charge and spin): 0.002 eV
* E_tot: -265790.4394 eV
* HOMO (alpha / beta): -11.377 / -12.568 eV

Mulliken population analysis, charges in e, atoms 1 to 99: Ni 0.94; N 0.63; C 3.27; C -0.79; C -0.20; C -1.60; N 0.00; C 0.59; N -0.28; N -0.28; C -1.43; O -0.55; O -0.72; H -0.08; H -0.44; H -2.07; H 0.72; H 0.40; H 0.49; H 0.12; H 0.51; H 0.39; H 0.27; H 0.15; H 0.19; H 0.19; H 0.23; C -1.53; C -0.02; Ge 0.65; C -0.64; C -1.16; C -1.35; C 0.82; Ge 1.34; C 2.19; C -1.90; C -0.20; C -1.39; C -0.36; C -0.15; C -0.97; C -0.50; C -0.80; C -0.53; H 0.44; H 0.29; H 0.34; H 0.42; H 0.17; H 0.31; H 0.48; H 0.19; H 0.41; H 0.25; H 0.77; H -0.54; H -0.92; H 0.38; H 0.34; H 0.53; H 0.52; H 0.29; H 0.34; H 0.42; H 0.24; H 0.59; H 0.42; H 0.41; H 0.43; H 0.52; C -1.17; As 0.42; C -1.38; C -1.21; C 0.10; C -0.51; C -0.76; C -0.48; C -1.02; C 0.57; H 0.45; H 0.37; H 0.36; H 0.52; H 0.45; H 0.24; H 0.42; H 0.78; H 0.42; H 0.42; H 0.41; H 0.42; H 0.33; N -0.61; C 0.50; C -0.49; C -0.51; C -0.90

Entry 4:
A structure of composition C22H50LiN2O4 in a non-equilibrium geometry. Source: the Open Molecules 2025 dataset; level of theory: wB97M-V/def2-TZVPD.

The geometry in ORCA input format:
```
! RIJCOSX wB97M-V def2-TZVPD def2/J DEFGRID3
* xyz 1 1
Li 1.617 -0.736 -0.664
C 2.507 1.108 -2.809
C 1.040 1.262 -2.605
O 0.462 0.604 -1.483
H 2.990 1.429 -1.891
H 2.930 1.757 -3.626
H 2.810 0.066 -2.947
H 0.418 1.057 -3.467
H 0.921 2.317 -2.434
H -0.354 1.053 -1.250
C 1.467 -0.626 3.284
C 2.302 0.443 2.492
O 1.969 0.325 1.076
H 1.564 -0.401 4.299
H 1.908 -1.604 3.174
H 0.459 -0.784 3.014
H 3.355 0.245 2.690
H 1.949 1.404 2.831
H 1.751 1.236 0.764
C -1.054 1.793 2.121
C -2.131 1.696 1.104
C -3.506 1.919 1.732
C -3.842 3.326 2.235
C -3.670 4.268 1.098
C -2.373 4.161 0.320
N -1.933 2.731 0.098
O -0.918 2.537 -0.619
C -1.251 4.933 1.064
C -2.578 4.913 -1.024
C -2.138 0.294 0.407
H -1.026 0.934 2.785
H -1.208 2.693 2.749
H -0.151 1.895 1.566
H -3.682 1.161 2.445
H -4.203 1.737 0.901
H -3.248 3.739 3.060
H -4.820 3.394 2.710
H -3.941 5.208 1.464
H -4.510 4.079 0.501
H -0.667 3.389 -0.950
H -0.343 4.534 0.662
H -1.119 4.738 2.141
H -1.291 5.980 0.909
H -3.319 4.375 -1.614
H -1.665 4.981 -1.630
H -2.956 5.917 -1.063
H -2.784 -0.383 0.977
H -1.150 -0.069 0.267
H -2.505 0.333 -0.603
C 0.862 -4.672 -2.493
C 0.824 -3.198 -2.124
C -0.440 -2.834 -1.394
C -0.518 -3.349 0.026
C 0.658 -2.981 0.912
C 2.011 -3.399 0.231
N 1.958 -2.867 -1.179
O 2.824 -2.058 -1.522
C 2.271 -4.892 0.328
C 3.229 -2.764 0.952
C 0.944 -2.411 -3.420
H -0.027 -4.881 -3.146
H 0.776 -5.337 -1.574
H 1.786 -5.008 -3.046
H -1.270 -3.264 -1.916
H -0.676 -1.757 -1.534
H -0.719 -4.410 0.029
H -1.431 -2.988 0.510
H 0.554 -3.487 1.873
H 0.551 -1.962 1.187
H 3.246 -2.441 -2.245
H 1.289 -5.484 0.420
H 2.763 -5.217 1.181
H 2.927 -5.310 -0.448
H 3.192 -1.659 0.975
H 4.188 -2.991 0.484
H 3.323 -3.117 1.966
H 0.628 -1.333 -3.309
H 0.275 -2.812 -4.192
H 1.958 -2.472 -3.813
*
```

* orbital gap: 7.8 eV
* relative energy (zero: lowest compared OMol25 entry of this formula, charge and spin): 0.571 eV
* E_tot: -34990.4388 eV
* HOMO: -9.942 eV

How is the electron density shared among the atoms? According to Mulliken, the charges in e are: Li 1.11; C -1.20; C -0.28; O -0.20; H 0.32; H 0.38; H 0.15; H 0.43; H 0.26; H 0.40; C -1.23; C -0.46; O -0.52; H 0.53; H 0.26; H 0.29; H 0.43; H 0.54; H 0.16; C -1.48; C 2.20; C -1.53; C -0.82; C -1.64; C 0.97; N -0.32; O -0.31; C -1.41; C -1.61; C -1.58; H 0.39; H 0.23; H 0.11; H 0.57; H 0.47; H 0.39; H 0.45; H 0.50; H 0.49; H 0.47; H 0.27; H 0.31; H 0.54; H 0.41; H 0.39; H 0.45; H 0.48; H -0.34; H 0.50; C -1.50; C 1.29; C -0.87; C -0.84; C -0.05; C 1.63; N 0.29; O -0.54; C -1.92; C -1.58; C -1.57; H 0.43; H 0.26; H 0.30; H 0.48; H 0.08; H 0.58; H 0.45; H 0.61; H -0.94; H 0.43; H 0.33; H 0.60; H 0.34; H -0.01; H 0.41; H 0.51; H -0.07; H 0.43; H 0.50

Entry 5:
A structure of composition C52H51N2O3P2SSn in a non-equilibrium geometry. Source: the Open Molecules 2025 dataset; level of theory: wB97M-V/def2-TZVPD.

The geometry in ORCA input format:
```
! RIJCOSX wB97M-V def2-TZVPD def2/J DEFGRID3
* xyz 3 1
Sn -1.493 -0.364 0.939
C 1.787 5.842 2.666
C 1.611 5.879 1.286
C 0.855 4.901 0.661
C 0.266 3.877 1.410
C 0.450 3.849 2.790
C 1.210 4.830 3.416
P -0.783 2.601 0.665
C 0.162 2.092 -0.819
C -0.505 1.759 -2.085
C 0.097 1.093 -3.069
C 1.473 0.506 -2.958
C 2.183 0.889 -1.644
C 1.463 1.814 -0.696
C -2.309 3.321 0.065
C -2.639 4.650 0.071
C -3.900 5.072 -0.396
C -4.794 4.160 -0.876
C -4.484 2.775 -0.910
C -5.398 1.833 -1.438
C -5.080 0.510 -1.494
C -3.826 0.060 -1.010
C -2.935 0.926 -0.407
C -3.232 2.331 -0.402
H 2.370 6.611 3.155
H 2.048 6.680 0.705
H 0.710 4.936 -0.413
H -0.008 3.063 3.378
H 1.343 4.807 4.489
H -1.463 2.222 -2.282
H -0.376 1.070 -4.043
H 2.031 0.850 -3.834
H 2.153 -0.018 -1.032
H 2.001 2.074 0.213
H -1.937 5.385 0.447
H -4.150 6.124 -0.382
H -5.762 4.487 -1.237
H -6.346 2.187 -1.826
H -5.775 -0.198 -1.929
H -3.587 -0.992 -1.144
C -1.312 -5.128 1.016
S -0.343 -3.652 0.747
O -1.385 -2.632 0.270
C 0.069 -3.199 2.412
C -0.887 -3.155 3.422
C -0.508 -2.727 4.681
C 0.810 -2.346 4.921
C 1.750 -2.383 3.904
C 1.383 -2.809 2.634
H -2.184 -4.894 1.621
H -0.680 -5.866 1.509
H -1.614 -5.492 0.036
H -1.913 -3.445 3.233
H -1.232 -2.705 5.484
H 1.100 -2.025 5.912
H 2.772 -2.086 4.099
H 2.096 -2.828 1.819
C -6.185 1.275 1.987
N -4.979 0.585 2.447
C -4.007 1.449 3.106
C -4.572 -0.604 1.972
O -3.319 -0.842 1.897
N -5.447 -1.556 1.623
C -6.819 -1.608 2.125
C -5.014 -2.730 0.881
H -5.885 2.239 1.575
H -6.885 1.442 2.806
H -6.671 0.715 1.196
H -4.545 2.099 3.794
H -3.474 2.071 2.381
H -3.297 0.856 3.676
H -6.918 -0.997 3.017
H -7.039 -2.641 2.388
H -7.543 -1.284 1.377
H -3.959 -2.659 0.634
H -5.604 -2.827 -0.032
H -5.175 -3.625 1.486
O 3.004 -1.934 -0.247
P 3.846 -1.666 -1.434
C 5.301 -2.667 -1.603
C 6.288 -2.410 -2.562
C 7.445 -3.168 -2.573
C 7.623 -4.174 -1.626
C 6.653 -4.420 -0.666
C 5.489 -3.665 -0.646
C 4.511 0.055 -1.274
C 5.643 0.299 -0.560
C 6.018 1.636 -0.310
C 5.294 2.743 -0.773
C 4.172 2.523 -1.515
C 3.717 1.165 -1.827
C 2.832 -1.732 -2.987
C 1.479 -1.106 -3.088
C 0.735 -1.483 -4.285
C 1.206 -2.326 -5.257
C 2.462 -2.886 -5.092
C 3.253 -2.596 -3.948
H 6.163 -1.621 -3.297
H 8.209 -2.979 -3.315
H 8.529 -4.766 -1.639
H 6.803 -5.198 0.070
H 4.725 -3.844 0.100
H 6.250 -0.508 -0.171
H 6.919 1.815 0.268
H 5.636 3.744 -0.550
H 3.603 3.351 -1.924
H 3.892 1.082 -2.923
H 0.879 -1.461 -2.228
H -0.252 -1.049 -4.394
H 0.611 -2.553 -6.131
H 2.851 -3.573 -5.836
H 4.201 -3.109 -3.845
*
```

* orbital gap: 3.6 eV
* relative energy (zero: lowest compared OMol25 entry of this formula, charge and spin): 0.000 eV
* E_tot: -99092.1803 eV
* HOMO: -13.669 eV

Mulliken population analysis, charges in e, atoms 1 to 99: Sn 1.12; C -0.51; C -0.94; C -0.26; C 0.04; C -0.41; C -0.77; P 1.58; C -0.20; C -1.09; C -1.48; C 0.21; C 1.57; C -1.91; C -0.01; C -0.72; C -1.07; C -0.84; C 0.62; C -0.96; C -0.94; C -0.65; C -0.14; C 0.88; H 0.44; H 0.48; H 0.54; H 0.46; H 0.44; H 0.83; H 0.83; H 0.64; H -0.55; H 0.84; H 0.56; H 0.43; H 0.46; H 0.41; H 0.50; H 0.57; C -1.22; S 0.54; O -0.61; C 0.54; C -0.10; C -0.78; C -0.54; C -0.70; C -0.08; H 0.28; H 0.44; H 0.46; H 0.16; H 0.46; H 0.44; H 0.45; H 0.22; C -1.28; N 0.24; C -1.13; C 0.28; O -0.17; N 0.38; C -1.14; C -0.82; H 0.43; H 0.33; H 0.38; H 0.41; H 0.29; H 0.29; H 0.38; H 0.37; H 0.35; H -0.02; H 0.36; H 0.43; O -0.51; P 2.00; C -0.02; C -0.09; C -0.90; C -0.54; C -0.71; C -0.60; C 0.16; C -0.68; C -0.58; C -1.13; C -0.40; C 0.53; C 0.31; C 0.86; C -0.54; C -1.07; C -0.71; C -0.63; H 0.50; H 0.45

Entry 6:
A cluster of 2 separate species, C2H8NO in total in a non-equilibrium geometry. Source: the Open Molecules 2025 dataset; level of theory: wB97M-V/def2-TZVPD.

The geometry in ORCA input format:
```
! RIJCOSX wB97M-V def2-TZVPD def2/J DEFGRID3
* xyz 1 1
O 0.503 2.858 -0.810
H -0.975 0.110 0.632
H 0.115 3.613 -0.355
H 1.017 3.261 -1.520
C -0.757 -1.998 0.694
C 0.692 -0.239 -0.250
N -0.241 -0.594 0.554
H -1.218 -2.261 -0.255
H -1.495 -1.984 1.480
H 0.076 -2.659 0.894
H 0.830 0.823 -0.445
H 1.453 -0.930 -0.618
*
```

* orbital gap: 10.4 eV
* relative energy (zero: lowest compared OMol25 entry of this formula, charge and spin): 1.090 eV
* E_tot: -5733.7946 eV
* HOMO: -15.696 eV

How is the electron density shared among the atoms? According to natural (NBO), the charges in e are: O -0.97; H 0.44; H 0.49; H 0.49; C -0.43; C 0.15; N -0.39; H 0.24; H 0.25; H 0.24; H 0.27; H 0.22

Question: Among the records above, which one has the highest E_tot?
Answer: C2H8NO